<A>
# CH5O2

2 unconnected molecules or ions with the total composition CH5O2 (the ωB97M-V functional and the def2-TZVPD basis, the OMol25 dataset).

ORCA input file:
```
! RIJCOSX wB97M-V def2-TZVPD def2/J DEFGRID3
* xyz 1 1
O 0.077 1.650 -0.379
H 0.321 2.259 -1.089
H 0.218 0.255 -0.424
H -0.802 1.915 -0.067
O 0.394 -0.785 -0.147
C -0.397 -1.289 0.649
H -0.101 -2.227 1.122
H -1.354 -0.814 0.855
*
```

Values from the calculation:
- HOMO-LUMO gap: 0.445 Eh
- LUMO energy: -6.07 eV
- Highest occupied orbital energy: -18.18 eV
- M: 49.0 g/mol

Here are the Löwdin charges for atoms 1 to 5, given in e:
1 O 0.060
2 H 0.127
3 H 0.098
4 H 0.117
5 O 0.159

***

<B>
# CH5O2

A molecular structure, CH5O2 (the ωB97M-V functional and the def2-TZVPD basis, the OMol25 dataset).

ORCA input file:
```
! RIJCOSX wB97M-V def2-TZVPD def2/J DEFGRID3
* xyz 1 1
O -0.782 -1.134 -0.903
H -0.607 -2.072 -1.066
H -0.062 -0.234 -0.384
H -1.170 -0.785 -1.723
O 0.859 0.316 0.087
C 0.612 1.088 1.024
H 0.106 0.730 1.930
H 1.044 2.092 1.034
*
```

Values from the calculation:
- HOMO-LUMO gap: 0.418 Eh
- LUMO energy: -6.05 eV
- Highest occupied orbital energy: -17.42 eV
- M: 49.0 g/mol

Here are the Löwdin charges for atoms 1 to 5, given in e:
1 O 0.123
2 H 0.147
3 H 0.098
4 H 0.141
5 O 0.083

***

Unit: hartree. Relative energies: <A> 0.0000; <B> 0.0176.

***

<A>
# H10NO3

4 unconnected molecules or ions with the total composition H10NO3 (the ωB97M-V functional and the def2-TZVPD basis, the OMol25 dataset).

ORCA input file:
```
! RIJCOSX wB97M-V def2-TZVPD def2/J DEFGRID3
* xyz 1 1
N 0.264 -0.180 0.328
H -0.201 0.663 0.706
H 1.021 -0.494 0.934
H -0.432 -0.928 0.285
H 0.672 0.055 -0.587
H 0.547 2.952 1.514
H -0.465 3.288 0.532
O 0.116 2.560 0.737
H 1.981 -0.068 -2.740
H 0.635 -0.414 -3.402
O 1.030 -0.115 -2.573
H -1.757 -2.826 0.746
H -1.871 -2.391 2.183
O -1.540 -2.103 1.336
*
```

Values from the calculation:
- HOMO-LUMO gap: 0.466 Eh
- LUMO energy: -3.08 eV
- Highest occupied orbital energy: -15.76 eV
- M: 72.1 g/mol

Here are the Löwdin charges for atoms 1 to 5, given in e:
1 N 0.290
2 H 0.107
3 H 0.153
4 H 0.092
5 H 0.097

***

<B>
# H10NO3

4 unconnected molecules or ions with the total composition H10NO3 (the ωB97M-V functional and the def2-TZVPD basis, the OMol25 dataset).

ORCA input file:
```
! RIJCOSX wB97M-V def2-TZVPD def2/J DEFGRID3
* xyz 1 1
N 0.131 0.844 0.767
H 0.984 0.917 1.298
H -0.356 -0.117 0.612
H 0.220 1.252 -0.181
H -0.676 1.181 1.252
H 0.851 -3.021 -0.648
H 1.587 -1.953 -1.445
O 1.024 -2.099 -0.673
H -3.252 0.069 1.403
H -2.174 -0.915 2.211
O -2.368 -0.440 1.383
H 1.065 2.106 -2.191
H 1.805 0.870 -2.157
O 1.159 1.306 -1.632
*
```

Values from the calculation:
- HOMO-LUMO gap: 0.438 Eh
- LUMO energy: -3.27 eV
- Highest occupied orbital energy: -15.18 eV
- M: 72.1 g/mol

Here are the Löwdin charges for atoms 1 to 5, given in e:
1 N 0.274
2 H 0.146
3 H 0.152
4 H 0.084
5 H 0.103

***

<C>
# H10NO3

4 unconnected molecules or ions with the total composition H10NO3 (the ωB97M-V functional and the def2-TZVPD basis, the OMol25 dataset).

ORCA input file:
```
! RIJCOSX wB97M-V def2-TZVPD def2/J DEFGRID3
* xyz 1 1
N 0.505 0.006 0.115
H 0.369 -0.963 0.420
H 1.389 0.358 0.478
H 0.404 0.323 -0.899
H -0.247 0.517 0.613
H -0.909 -3.366 1.158
H -0.676 -3.912 -0.256
O -0.361 -3.238 0.371
H 0.318 2.441 2.299
H -1.188 2.419 1.810
O -0.324 1.987 1.774
H 0.943 1.479 -2.798
H -0.442 0.812 -2.853
O 0.220 1.136 -2.233
*
```

Values from the calculation:
- HOMO-LUMO gap: 0.445 Eh
- LUMO energy: -3.15 eV
- Highest occupied orbital energy: -15.25 eV
- M: 72.1 g/mol

Here are the Löwdin charges for atoms 1 to 5, given in e:
1 N 0.260
2 H 0.112
3 H 0.141
4 H 0.075
5 H 0.099

***

Unit: hartree. Relative energies: <A> 0.0000; <B> 0.0296; <C> 0.0076.

***

<A>
# C5H13N

A molecular structure, C5H13N (the ωB97M-V functional and the def2-TZVPD basis, the OMol25 dataset).

ORCA input file:
```
! RIJCOSX wB97M-V def2-TZVPD def2/J DEFGRID3
* xyz 0 1
C -0.141 -2.046 0.285
N -0.629 -0.247 -1.926
C 0.525 -0.018 -1.112
C 0.736 -0.834 0.030
H -0.677 0.371 -2.724
H -0.726 -1.206 -2.234
H 1.415 0.360 -1.616
H 1.783 -0.980 0.286
H 0.014 -2.826 -0.469
H 0.078 -2.484 1.260
H -1.197 -1.771 0.261
C -0.154 1.159 1.669
C -0.259 2.014 0.530
H 0.376 0.022 1.063
H -1.069 0.746 2.084
H 0.596 1.393 2.419
H -1.258 2.283 0.195
H 0.460 2.824 0.447
H 0.127 1.239 -0.450
*
```

Values from the calculation:
- HOMO-LUMO gap: 0.325 Eh
- LUMO energy: 1.12 eV
- Highest occupied orbital energy: -7.72 eV
- M: 87.2 g/mol

Here are the Löwdin charges for atoms 1 to 5, given in e:
1 C -0.108
2 N 0.019
3 C -0.310
4 C -0.270
5 H 0.073

***

<B>
# C5H13N

A single C5H13N molecule (the ωB97M-V functional and the def2-TZVPD basis, the OMol25 dataset).

ORCA input file:
```
! RIJCOSX wB97M-V def2-TZVPD def2/J DEFGRID3
* xyz 0 1
C 0.537 -2.052 -1.452
C -0.842 -1.497 -1.059
C -0.847 -0.003 -0.738
C -0.112 0.340 0.543
N -0.181 1.774 0.846
C 0.885 2.207 1.749
H 0.657 -2.296 -2.511
H 0.757 -2.959 -0.895
H 1.325 -1.343 -1.196
H -1.556 -1.697 -1.861
H -1.241 -2.052 -0.211
H -0.416 0.540 -1.579
H -1.882 0.352 -0.660
H -0.498 -0.269 1.379
H 0.937 0.056 0.446
H -1.069 1.931 1.310
H 0.577 3.076 2.322
H 1.209 1.397 2.411
H 1.760 2.494 1.157
*
```

Values from the calculation:
- HOMO-LUMO gap: 0.368 Eh
- LUMO energy: 1.19 eV
- Highest occupied orbital energy: -8.84 eV
- Structure (SMILES): CCCCNC
- M: 87.2 g/mol

Here are the Löwdin charges for atoms 1 to 5, given in e:
1 C -0.106
2 C -0.265
3 C -0.225
4 C -0.274
5 N -0.131

***

Unit: hartree. Relative energies: <A> 0.0999; <B> 0.0000.